Record 1
DFT (the ωB97M-V functional and the def2-TZVPD basis) results for 9 unconnected molecules or ions with the total composition C22H36Cl24FNO4.

Last column: Mulliken charge in e.
Element x y z (Å)
Cl 4.945 3.061 3.428  -0.13
Cl 5.504 -7.170 2.757  -0.12
Cl -3.274 -5.805 7.098  -0.12
Cl -3.517 -8.256 5.551  -0.12
Cl -0.520 4.213 3.700  -0.11
Cl -2.277 5.854 2.064  -0.13
Cl 10.185 0.250 4.338  -0.13
Cl -7.169 -2.000 -5.204  -0.10
Cl 7.715 -1.280 4.465  -0.12
Cl -7.819 0.707 -4.361  -0.10
Cl 2.858 5.301 -0.521  -0.18
Cl -2.152 2.980 1.628  0.04
Cl -9.231 -1.556 -3.200  -0.12
Cl -1.063 -6.700 5.434  -0.10
Cl 1.325 -5.246 1.372  -0.11
Cl 3.854 4.574 -3.156  -0.14
Cl 3.710 2.571 -1.050  -0.18
Cl 5.421 -4.757 1.135  -0.11
Cl 5.428 -7.370 -0.143  -0.13
Cl 6.374 5.316 2.273  -0.13
Cl -0.884 -4.355 3.043  -0.14
Cl 6.974 2.609 1.393  -0.14
Cl -1.128 -6.806 1.496  -0.13
Cl 8.003 1.150 6.037  -0.12
F -2.919 0.605 -0.468  -0.21
O -0.304 1.245 -1.477  0.24
O -0.753 -1.132 -1.794  -0.40
O -1.556 -2.799 -0.466  -0.71
O -0.282 3.870 -2.521  -0.38
N 1.324 -0.775 -3.469  -0.28
C 1.995 -2.123 -3.607  -0.87
C 0.123 -0.111 -1.242  1.20
C -1.853 5.773 -1.778  -1.02
C 8.428 0.338 4.525  0.48
C -2.948 -0.817 -0.273  0.49
C 0.548 -0.386 0.299  -1.23
C 5.709 3.706 1.968  0.71
C -2.061 4.274 2.833  -0.19
C 1.523 -0.276 -2.073  -0.81
C -1.380 2.987 -2.815  -0.65
C -0.435 -5.178 1.542  0.48
C 2.956 4.018 -1.737  1.37
C -0.311 0.424 1.376  1.41
C -0.966 1.414 -2.747  -0.24
C -1.698 -1.608 -0.859  0.33
C -4.376 -1.342 -0.778  -0.77
C -4.942 -0.561 -2.071  -0.70
C 4.895 -6.441 1.265  0.45
C -8.457 -0.917 -4.657  -0.02
C -0.641 4.778 -1.444  0.53
C 0.719 0.871 2.552  -1.10
C -2.822 -6.630 5.600  0.13
H 0.273 5.427 -1.215  0.06
H 8.025 0.920 3.698  -0.10
H -4.349 -0.903 -2.981  0.27
H -1.523 6.873 -1.866  0.32
H -3.221 -6.061 4.762  0.22
H 0.649 -1.513 0.523  0.22
H 3.807 -6.460 1.294  -0.08
H -0.304 1.237 -3.660  0.36
H -2.929 -0.982 0.868  0.19
H -0.876 4.108 -0.532  -0.02
H 1.698 -2.509 -4.649  0.32
H 1.871 -0.124 -4.068  0.34
H -0.839 1.353 0.989  -1.11
H -2.260 3.083 -2.071  0.39
H 1.563 1.477 2.049  0.29
H 1.237 -0.048 3.020  0.30
H 1.944 3.762 -2.050  -0.84
H -5.119 -1.099 0.073  0.34
H -0.839 -4.610 0.705  -0.06
H -1.837 3.129 -3.859  0.20
H 3.133 -2.070 -3.474  0.27
H -4.352 -2.473 -0.892  0.37
H -1.974 0.858 -2.825  -0.12
H -2.562 5.743 -0.866  0.21
H -2.486 5.479 -2.675  0.28
H -9.206 -0.852 -5.443  0.34
H -2.864 4.130 3.552  0.39
H 1.532 -2.790 -2.808  0.26
H -1.025 -0.327 1.875  0.13
H 0.190 1.476 3.356  0.26
H 4.950 3.789 1.193  -0.33
H -4.924 0.576 -1.959  0.21
H 2.137 0.678 -1.983  -0.42
H 1.629 0.018 0.373  0.53
H -6.056 -0.838 -2.189  0.18
H 2.091 -1.112 -1.510  0.49

Results
SMILES: CCC[C@](CNC)(OCCOCC)OC(=O)[C@@H](F)CC.ClC(Cl)Cl.ClC(Cl)Cl.ClC(Cl)Cl.ClC(Cl)Cl.ClC(Cl)Cl.ClC(Cl)Cl.ClC(Cl)Cl.ClC(Cl)Cl
Orbital gap: 9.2 eV
2S+1: 1



Record 2
DFT (the ωB97M-V functional and the def2-TZVPD basis) results for a molecular structure, C13H23INPPd.

Last column: Löwdin spin population.
Element x y z (Å)
I -0.629 -1.583 3.188  0.59
Pd -0.602 0.802 1.926  0.92
P 0.725 2.087 0.562  0.24
N 1.015 -2.342 0.098  0.61
C 1.360 3.427 1.563  0.04
C -0.799 2.661 -0.271  0.04
C -2.534 -0.966 -1.732  0.04
C -2.278 1.436 -1.877  0.04
C -1.679 -1.028 -0.584  0.14
C -1.554 -2.397 0.039  0.05
C 2.036 -2.559 1.071  0.07
C 1.432 -1.713 -1.115  0.07
C 1.849 1.940 -0.853  0.06
C -0.172 -3.113 0.135  0.07
C -2.827 0.242 -2.362  0.15
C -1.409 1.376 -0.788  0.12
C -1.180 0.197 -0.083  0.48
H -2.507 2.428 -2.296  0.00
H 2.164 -0.923 -0.883  0.01
H -0.096 -3.843 -0.689  0.04
H 0.679 3.562 2.411  0.00
H -0.170 1.221 3.486  0.03
H 0.603 -1.212 -1.624  0.01
H 2.650 -3.416 0.780  0.04
H -0.537 3.393 -1.052  0.01
H 1.447 1.278 -1.634  0.00
H 1.457 4.331 0.950  0.01
H -2.983 -1.897 -2.105  0.00
H 1.577 -2.709 2.058  0.01
H -0.169 -3.633 1.104  0.00
H -2.145 -3.112 -0.570  0.00
H -3.479 0.277 -3.229  0.01
H 2.778 1.528 -0.435  0.00
H 1.899 -2.450 -1.778  0.04
H -1.326 3.090 0.590  0.01
H -2.036 -2.411 1.030  0.01
H 1.997 2.954 -1.266  0.01
H 0.437 1.677 3.151  0.04
H 2.334 3.056 1.910  0.00
H 2.671 -1.659 1.171  0.01

Results
<S²>: 6.030
Orbital gap (alpha / beta): 7.4 / 5.2 eV
Charge: +2
Energy relative to the best compared isomer or geometry (same formula, charge and spin): 53.2 kJ/mol
2S+1: 5



Record 3
DFT (the ωB97M-V functional and the def2-TZVPD basis) results for 3 unconnected molecules or ions with the total composition C4H14NO3.

Last column: natural (NBO) charge in e.
Element x y z (Å)
O -2.155 -1.526 0.149  -0.49
O 2.695 -0.239 -1.610  -0.99
O -0.662 -3.117 -0.798  -0.93
N 0.455 -0.640 -0.428  -0.70
C 0.004 1.652 0.280  -0.42
C -0.366 0.146 0.477  -0.17
C -1.828 -0.366 0.300  0.43
C -0.478 2.344 1.614  -0.62
H -2.546 0.468 0.605  0.14
H -1.343 -3.514 -0.231  0.51
H -0.565 2.033 -0.470  0.22
H -1.540 2.489 1.664  0.22
H 1.365 -0.628 -0.304  0.44
H -0.990 -3.449 -1.591  0.49
H -0.110 -0.013 1.635  0.26
H 3.116 -0.948 -2.118  0.49
H 3.566 0.408 -1.568  0.51
H 0.111 3.328 1.604  0.24
H 0.127 -1.746 -0.456  0.49
H -0.274 1.719 2.565  0.21
H 1.072 1.836 0.064  0.23
H 0.345 -0.238 -1.385  0.43

Results
Orbital gap: 10.5 eV
Charge: +1
Energy relative to the best compared isomer or geometry (same formula, charge and spin): 236.6 kJ/mol
2S+1: 1



Record 4
DFT (the ωB97M-V functional and the def2-TZVPD basis) results for a gas-phase ion, C2H4BrN4O2 (charge +1).

Last column: natural (NBO) charge in e.
Element x y z (Å)
Br 3.183 0.811 -0.072  0.37
O 0.387 -3.005 0.557  -0.24
O -0.997 -2.312 -0.958  -0.34
N 1.392 0.799 0.166  -0.58
N -0.274 -2.185 0.003  0.49
N -1.061 0.015 -0.050  -0.29
N -0.783 1.340 -0.083  -0.39
C -0.231 -0.813 0.541  0.30
C 0.535 1.699 -0.117  0.26
H 0.253 -0.660 1.493  0.28
H 0.729 2.735 -0.372  0.24
H -1.605 -0.424 -0.825  0.46
H -1.528 1.998 -0.282  0.45

Results
SMILES: O=[N+]([O-])/C=[NH+]/N/C=N/Br
Orbital gap: 7.7 eV
Charge: +1
Energy relative to the best compared isomer or geometry (same formula, charge and spin): 116.9 kJ/mol
2S+1: 1



Record 5
DFT (the ωB97M-V functional and the def2-TZVPD basis) results for a molecular structure, C16H18AsBrO8SSbTi.

Last column: Löwdin spin population.
Element x y z (Å)
Sb 0.369 2.264 -1.523  0.01
Br -3.209 -2.337 -3.362  0.00
As 2.363 -1.621 -0.631  0.00
Ti -0.193 -0.369 -0.167  0.87
S 0.278 -1.730 1.906  0.01
O -1.812 0.539 -0.030  0.02
O -1.282 -0.854 -1.575  0.00
O 1.995 -2.888 -1.553  0.00
O 1.444 -0.186 -0.777  -0.01
O 3.921 -1.052 -1.299  0.00
O 0.124 -0.253 1.755  0.02
O 0.033 -2.212 0.511  0.01
O -0.524 -2.335 2.913  0.00
C -4.235 -1.399 -2.083  0.01
C 4.270 -1.706 1.527  0.00
C -5.883 -0.076 -0.273  0.00
C -2.241 -0.299 -0.933  0.04
C 2.916 -1.771 1.228  0.00
C 2.403 -1.967 3.586  0.00
C -0.187 4.352 -1.745  0.00
C 2.485 2.601 -1.844  0.00
C -6.432 -0.899 -1.247  0.01
C -3.658 -0.569 -1.099  0.00
C -4.519 0.090 -0.206  0.01
C -5.610 -1.550 -2.150  0.00
C 3.755 -1.883 3.876  0.00
C 1.996 -1.908 2.264  0.00
C 4.682 -1.752 2.851  0.00
C 0.662 2.562 0.608  0.01
H 3.949 -1.380 -2.205  0.00
H 0.531 4.990 -1.233  0.00
H -7.504 -1.027 -1.308  0.00
H -1.180 4.514 -1.327  0.00
H 4.978 -1.613 0.715  0.00
H -6.524 0.438 0.431  0.00
H -6.034 -2.181 -2.919  0.00
H 1.656 -2.079 4.361  0.00
H 1.403 1.848 0.960  0.00
H -0.265 2.411 1.158  0.00
H 2.805 3.407 -1.186  0.00
H 3.011 1.683 -1.593  0.00
H 5.736 -1.679 3.082  0.00
H -0.210 4.614 -2.803  0.00
H 2.697 2.869 -2.878  0.00
H -4.071 0.734 0.537  0.00
H 4.081 -1.914 4.906  0.00
H 1.031 3.572 0.778  0.00

Results
<S²>: 0.753
Orbital gap (alpha / beta): 7.1 / 8.1 eV
Energy relative to the best compared isomer or geometry (same formula, charge and spin): 211.2 kJ/mol
2S+1: 2



Record 6
DFT (the ωB97M-V functional and the def2-TZVPD basis) results for a molecular structure, C17H18BrN8O2RhSe.

Last column: natural (NBO) charge in e.
Element x y z (Å)
Rh -0.292 -0.252 -0.705  1.22
Br 1.144 -2.415 -2.195  0.18
Se -3.165 -0.746 -3.689  1.22
O -0.212 1.966 -1.048  -0.64
O 0.087 3.615 -2.540  -0.50
N -2.365 -0.726 0.057  -0.48
N 0.809 -0.120 1.253  -0.36
N 0.730 0.193 -2.616  -0.45
N -2.117 -0.649 -2.262  -0.74
N 1.101 1.216 3.229  -0.43
N 2.997 0.367 2.126  -0.44
N 1.568 -1.092 3.312  -0.43
N -4.579 -0.941 -2.738  -0.57
C 2.954 -0.825 2.959  -0.08
C -3.202 -0.869 1.065  0.15
C -4.290 -0.933 -1.443  0.12
C 0.079 2.480 -2.155  0.77
C 1.134 -0.862 -3.301  0.15
C 0.831 1.561 -4.533  -0.19
C 1.436 -0.785 -4.648  -0.25
C 2.233 0.165 0.920  -0.09
C 2.482 1.507 2.872  -0.08
C 0.566 1.365 -3.188  0.11
C 0.298 1.032 2.047  -0.10
C 1.037 0.032 4.072  -0.08
C -5.160 -1.061 -0.345  -0.08
C -2.891 -0.766 -1.179  0.26
C 1.273 0.456 -5.257  -0.10
C -4.591 -1.044 0.906  -0.25
C 0.779 -1.321 2.127  -0.09
H 3.376 -1.672 2.414  0.21
H 1.780 -1.647 -5.196  0.27
H 1.178 -2.179 1.576  0.22
H 0.688 2.531 -4.983  0.28
H 2.286 1.067 0.304  0.23
H 0.325 1.935 1.429  0.25
H 2.650 -0.682 0.365  0.22
H -5.206 -1.164 1.785  0.27
H -6.222 -1.160 -0.514  0.27
H 3.541 -0.665 3.863  0.24
H -0.738 0.840 2.341  0.21
H -2.783 -0.847 2.062  0.23
H -0.254 -1.544 2.414  0.21
H 1.470 0.548 -6.317  0.26
H -0.001 -0.163 4.354  0.21
H 3.080 1.665 3.770  0.23
H 1.628 0.180 4.977  0.24
H 2.528 2.408 2.255  0.22

Results
Orbital gap (alpha / beta): 5.1 / 5.2 eV
Charge: +2
Energy relative to the best compared isomer or geometry (same formula, charge and spin): 250.0 kJ/mol
2S+1: 1



- Which of these has the highest 2S+1?
  C13H23INPPd